The following is a DFT calculation (ωB97M-V with the def2-TZVPD basis set) of a molecular structure, C31H48N4PbS6Si.

Properties
energy	-4300.48815	Eh
largest force on an atom	1.10	eV Å⁻¹
energy above the lowest of the compared OMol25 structures with the same formula, charge and spin	254.5	kJ/mol
gap between HOMO and LUMO (spin up / spin down)	5.0 / 5.0	eV
HOMO level (spin up / spin down)	-6.9 / -6.9	eV

Last column: natural (NBO) charge in e.
Positions of all 91 atoms, in Å:
Pb (0.0991, -0.1397, -0.2549)  1.297
C (-3.3578, 1.6083, -0.6101)  -0.205
C (-2.2024, 2.2265, -1.0364)  -0.094
C (-1.2809, 2.2266, 0.1068)  -0.181
C (-2.0183, 1.5355, 1.1821)  -0.276
C (-3.2748, 1.2084, 0.7661)  -0.127
C (-4.4764, 0.7999, 1.5906)  -0.070
C (-4.0970, 0.3708, 3.0102)  -0.596
C (-5.3645, 2.0540, 1.7064)  -0.590
C (-5.2898, -0.2994, 0.8929)  -0.597
C (-0.3761, 3.3924, 0.5345)  -0.076
C (0.0173, 3.2858, 2.0177)  -0.603
C (0.9385, 3.5466, -0.2428)  -0.612
C (-1.2260, 4.6753, 0.4144)  -0.599
C (-2.1797, 2.7473, -2.4819)  -0.073
C (-3.2996, 3.7920, -2.6530)  -0.592
C (-0.8928, 3.3992, -2.9857)  -0.610
C (-2.4640, 1.5562, -3.4146)  -0.581
H (-4.2416, 1.4758, -1.2172)  0.196
H (-1.6373, 1.4010, 2.1813)  0.217
H (-3.5678, 1.1758, 3.5211)  0.213
H (-3.4543, -0.5085, 3.0218)  0.199
H (-4.9964, 0.1399, 3.5828)  0.208
H (-4.8207, 2.8452, 2.2228)  0.212
H (-6.2774, 1.8352, 2.2653)  0.201
H (-5.6441, 2.4215, 0.7192)  0.210
H (-4.7068, -1.2105, 0.7521)  0.195
H (-5.6274, 0.0408, -0.0859)  0.210
H (-6.1711, -0.5500, 1.4857)  0.206
H (0.4999, 2.3325, 2.2427)  0.209
H (-0.8494, 3.4114, 2.6666)  0.206
H (0.7278, 4.0802, 2.2519)  0.212
H (1.6882, 2.8727, 0.1622)  0.215
H (1.3111, 4.5679, -0.1347)  0.203
H (0.8454, 3.3240, -1.2965)  0.231
H (-2.2027, 4.5172, 0.8765)  0.209
H (-1.3801, 4.9637, -0.6228)  0.204
H (-0.7253, 5.4977, 0.9298)  0.206
H (-3.1310, 4.6443, -1.9948)  0.210
H (-4.2820, 3.3794, -2.4265)  0.202
H (-3.3089, 4.1533, -3.6833)  0.202
H (-0.6472, 4.2950, -2.4204)  0.205
H (-1.0342, 3.6977, -4.0264)  0.206
H (-0.0572, 2.7079, -2.9590)  0.232
H (-3.4296, 1.0972, -3.2065)  0.200
H (-1.6867, 0.8004, -3.2895)  0.197
H (-2.4646, 1.8813, -4.4568)  0.208
N (4.7607, -0.6032, 0.2947)  -0.782
C (3.4393, -0.7709, 0.4368)  0.303
S (2.4980, 0.6426, 0.7866)  -0.355
N (2.9812, -1.9939, 0.3916)  -0.431
N (1.6642, -2.1080, 0.5459)  -0.260
C (1.2147, -3.2340, 0.9640)  0.009
C (-0.1880, -3.3965, 1.3056)  0.155
C (-0.6640, -4.6153, 1.7986)  -0.233
C (-1.9889, -4.7148, 2.1814)  -0.170
C (-2.8060, -3.5970, 2.0756)  -0.208
C (-2.2542, -2.4303, 1.5741)  0.027
N (-0.9906, -2.3320, 1.1884)  -0.470
H (5.1582, 0.3119, 0.3858)  0.408
H (5.3531, -1.4060, 0.1520)  0.416
H (1.8913, -4.0657, 1.1500)  0.197
H (0.0069, -5.4593, 1.8866)  0.226
H (-2.3901, -5.6462, 2.5576)  0.224
H (-3.8394, -3.6326, 2.3901)  0.220
H (-2.8358, -1.5239, 1.4636)  0.218
C (0.1497, -3.7357, -2.1265)  -1.186
Si (-0.6964, -2.0846, -2.4681)  1.582
C (-2.5333, -2.0572, -2.0097)  -1.181
C (-0.4382, -1.6320, -4.2833)  -1.179
H (0.0121, -4.3764, -3.0002)  0.258
H (-0.2679, -4.2485, -1.2622)  0.246
H (1.2203, -3.6180, -1.9650)  0.271
H (-3.0926, -2.6421, -2.7454)  0.247
H (-2.9352, -1.0448, -2.0075)  0.266
H (-2.7119, -2.4897, -1.0272)  0.246
H (-1.1758, -2.1512, -4.9024)  0.240
H (0.5578, -1.9306, -4.6111)  0.254
H (-0.5302, -0.5662, -4.4665)  0.271
C (4.8862, 3.0765, -1.4190)  -0.737
S (3.7321, 2.7364, -2.7858)  0.290
C (3.8875, 0.9942, -2.9275)  -0.438
C (2.8362, 0.1432, -2.8973)  -0.372
S (1.1870, 0.6328, -2.7120)  -0.352
S (3.2318, -1.5461, -3.1898)  0.449
C (4.9553, -1.3666, -3.3011)  -0.565
S (5.9922, -2.6263, -3.4311)  -0.067
S (5.4637, 0.2930, -3.2620)  0.449
H (4.9162, 4.1587, -1.3168)  0.233
H (5.8762, 2.6964, -1.6638)  0.216
H (4.4948, 2.6276, -0.5095)  0.223